Density functional theory data (ωB97M-V with the def2-TZVPD basis set) for 7 unconnected molecules or ions with the total composition C29H62N7O14P at a distorted geometry.

Results
* highest occupied orbital energy: -9.10 eV
* Kohn-Sham gap: 9.38 eV
* SMILES: CCOP(=O)(CCOC(=O)NCC(=O)OC(C)=O)OCC.CNC(C)=O.CNC(C)=O.CNC(C)=O.CNC(C)=O.CNC(C)=O.CNC(C)=O
* charge: 0

Atoms and positions in Å:
H 6.02053 6.41369 2.46239
H -6.78911 -3.27462 -0.88161
H 1.86585 -1.73512 -0.98092
H -4.76368 -5.92146 -9.34927
H 4.93263 3.59264 4.80760
C 2.81001 -2.26241 -1.10027
H 11.61910 -0.44415 4.06963
N 1.06123 5.20089 1.80544
H -1.87477 -4.96108 -7.37616
H 2.53687 0.80326 1.52195
H 6.03404 1.08125 5.45650
H -4.68712 -0.68610 -6.98262
O 9.61046 1.83334 6.54060
C -11.27951 -4.60788 -0.17208
H -7.50275 0.46094 -0.19464
H -4.46314 1.17252 2.87909
H -7.12688 0.82789 1.49622
H 7.36849 0.56923 0.35434
H -6.38613 -2.11056 -2.16632
C -4.57742 -4.95438 -7.45969
C 0.29116 4.56129 2.90358
H 8.21383 3.39608 1.18761
H -5.31814 -1.89074 -4.92784
H -4.22117 -4.06489 -5.71506
O -9.82092 -2.96511 -1.11788
O 6.29482 3.58069 3.20356
H 2.67045 -3.31743 -0.85496
C -3.44158 1.39922 2.39946
C 3.76374 -0.69938 0.64137
C 7.04983 1.38810 1.07932
H 12.20844 -1.29625 5.51666
O 2.88586 6.97757 2.02852
C 10.67462 1.89613 4.40041
H 10.33295 2.93158 4.39589
H -3.34671 -4.86878 -9.21113
C 3.78447 6.22308 2.89024
C -2.57891 -0.23591 -3.95878
N -9.79080 -4.98035 -2.09209
H -5.68068 0.33576 -5.91895
C 5.09894 5.91024 1.99516
C 1.54452 6.53142 2.15296
H 7.37152 1.61938 4.29563
N -5.69645 -1.62770 -0.27967
C -1.17507 4.18816 2.32472
C -10.24888 -4.11174 -1.15000
C -6.71063 -2.21382 -1.12837
H -3.54869 1.12550 1.30220
H -9.26964 -6.97938 -2.20261
C 2.44341 0.00806 0.78143
H 5.90964 1.26694 1.29478
C 6.59899 1.99736 5.06684
H 4.82034 2.03959 3.73419
H 4.76405 -2.15274 -0.28006
H -4.75858 -2.00162 -0.32492
O 0.69716 7.37841 2.55478
C -3.22013 2.99661 2.56252
H -11.54390 -3.80240 0.51342
H 3.14453 -2.17856 -2.13660
O 4.00512 3.38593 1.72493
H 10.25717 -0.44191 6.75496
C -10.16640 -6.36316 -2.29557
H -1.90870 -0.45109 -3.12620
H -3.37617 -6.46328 -8.39220
H -1.96498 -5.04712 -5.60078
H -7.68150 -1.74015 -1.00295
C 7.38771 2.88607 0.56217
N 3.84743 -1.72990 -0.24342
H -10.91169 -6.69792 -1.57705
C -2.29116 -4.49570 -6.48505
H -1.93597 -3.46524 -6.41326
H 10.23054 1.38197 3.54484
H -12.18150 -4.92007 -0.70278
O -4.12618 3.76005 2.14946
O -3.73954 -2.17781 -3.17866
N 10.58075 -0.07011 5.87327
P 5.39491 4.03038 1.83983
H -9.10264 -4.57425 -2.71032
H -2.60646 0.83296 2.92797
H 10.68706 -1.80119 4.74547
H 4.04320 6.85373 3.81789
O 4.74754 -0.37390 1.29430
H 7.06149 2.62051 5.89763
H 2.15414 0.45601 -0.17162
H 11.76398 1.89123 4.32218
H 7.64569 1.25270 2.06018
H 4.95498 6.41240 0.97036
O -5.78893 -4.85651 -7.31274
C -3.96887 -5.59212 -8.67962
C -4.71920 -0.17167 -6.01978
C 5.51337 2.82696 4.17698
H -10.56545 -6.46483 -3.30701
C 10.24428 1.23511 5.68234
O -4.85276 -0.22702 1.25282
H 0.76114 3.57249 3.27552
H 1.81663 4.56178 1.51544
O -2.00973 3.43805 3.20405
C -7.18244 0.02918 0.75570
O -1.49888 4.59897 1.19349
H -2.00132 -0.26966 -4.88519
H -7.90805 -0.71107 1.09942
H -3.00287 0.75976 -3.81233
H -10.87552 -5.43869 0.41048
O 6.20812 3.71682 0.36228
N -3.73785 -4.47739 -6.50098
C 11.31964 -0.94463 4.98816
N -4.61697 -1.16415 -4.97097
H 3.25456 5.27964 3.25133
H -3.91636 0.56122 -5.97364
C -3.67565 -1.26554 -3.99454
H 7.86224 2.74872 -0.48387
C -5.82684 -0.60615 0.60483
H 1.67616 -0.69186 1.12017
H 0.12164 5.23916 3.80560



Density functional theory data (ωB97M-V with the def2-TZVPD basis set) for 20 unconnected molecules or ions with the total composition H40O20 at a distorted geometry.

Results
* highest occupied orbital energy: -10.55 eV
* Kohn-Sham gap: 10.46 eV
* charge: 0
* energy above the lowest of the compared OMol25 structures with the same formula, charge and spin: 38.0 kcal per mole

Atoms and positions in Å:
H -1.15741 -2.93928 -3.61960
H 2.17062 -1.97896 -3.57501
O -0.95091 -0.01358 1.53577
O 1.50894 3.93676 2.35989
H -0.18588 -0.99897 -6.15528
H -0.12277 -1.06142 4.87646
H 0.44589 5.76483 -0.06728
H 2.02382 -0.97071 4.19888
H 0.40493 2.02473 -1.23173
H -3.49257 -1.75984 -0.61660
H 1.71865 3.77793 -2.90478
H 2.47617 1.23298 1.07588
O 1.66882 3.89834 -3.85308
H 3.11343 -4.33649 -0.40315
O 2.41752 -2.85934 -3.85821
O -0.82945 -2.83119 1.99613
O -0.84958 -0.46159 -5.72290
H -2.59302 -2.37066 2.21218
H -0.95226 -3.73119 1.69422
H 2.12674 -5.37057 0.09587
H -0.17017 2.97431 -2.26103
H 1.57756 -0.04283 -2.14755
H -0.07385 -1.11415 6.38866
H 0.78515 4.10009 2.96460
O 2.04781 -0.08947 -2.97995
O -0.62757 -1.33892 5.64093
H -0.82694 -0.74226 -4.80805
H -1.89474 2.01182 4.12536
H 1.84940 2.17845 2.07846
O -3.53876 -0.87382 -0.97585
O 2.37920 1.38368 2.01617
H 0.77081 4.38440 -0.59712
O -3.51121 -2.33756 2.48067
H 0.08582 -2.81125 -1.47311
O -2.23781 1.23892 3.67687
H -4.32007 2.44275 0.10767
H -3.50784 -2.64829 3.38603
H 1.10675 -3.49132 -0.58593
O 0.50592 0.09938 -0.60055
H 2.76757 0.53424 -2.88426
O 0.53889 -2.72230 -0.63463
H 1.77856 0.06550 3.12278
H 3.32688 -2.95617 -3.57552
H 0.29247 -0.78785 -0.88949
O -0.49984 -2.32190 -3.29919
H -0.26643 -2.43057 1.33374
O 2.27981 -4.75392 -0.62005
H -0.48962 -0.41007 2.27484
H -3.42990 3.64693 -0.11471
H -2.62484 -0.60669 -1.07396
H 0.33120 -2.66391 -3.62875
H -3.04696 1.03001 4.14363
O 1.16195 5.13504 -0.15016
H 1.31660 4.48755 1.60104
H -1.61453 0.54589 1.93929
H 0.01929 0.20934 0.21635
O 1.33803 -0.61220 3.63551
O -3.70554 2.82435 -0.51920
O 0.19341 2.94706 -1.37599
H 0.99185 4.56394 -3.97522



Density functional theory data (ωB97M-V with the def2-TZVPD basis set) for a single C11H16NP molecule at a distorted geometry.

Results
* highest occupied orbital energy: -8.35 eV
* Kohn-Sham gap: 9.19 eV
* SMILES: NP(c1ccccc1)C1CCCC1
* charge: 0
* energy above the lowest of the compared OMol25 structures with the same formula, charge and spin: 34.4 kcal per mole

Atoms and positions in Å:
H 0.22122 3.46808 -1.02695
C -1.30339 -1.08638 -0.61254
C 3.69513 -0.08880 1.17733
C -3.20870 0.31114 0.32473
H -3.85864 0.32586 1.15651
C 2.15355 0.38189 -0.60765
H -3.46184 -1.55328 -0.75399
N 0.85733 2.83261 -0.53992
H 0.65424 2.70981 0.46151
H 2.46877 -0.80463 -2.38665
H 2.30643 1.65715 1.01352
C 3.71265 -1.43779 -0.74757
H 5.13225 -1.46834 1.00901
H 4.18910 0.17801 2.15674
C -1.80151 1.07721 0.60765
P 0.72416 1.23041 -1.29484
C 2.74562 0.75585 0.60439
H -3.61361 0.74983 -0.62136
C -0.65812 0.16763 0.07625
H -1.50657 -0.97854 -1.66431
C 2.72195 -0.67219 -1.32671
H 4.16077 -2.24640 -1.28264
H -0.12497 -0.12005 0.95985
H -0.77297 -2.03358 -0.34967
H -2.71524 -1.84082 0.87733
H -1.83854 2.06641 0.17009
C 4.20492 -1.17024 0.52186
C -2.75755 -1.13621 -0.13150
H -1.61953 1.30206 1.65093



Density functional theory data (ωB97M-V with the def2-TZVPD basis set) for a molecular structure, C27H35N4O6PV at a distorted geometry.

Results
* highest occupied orbital energy (spin up / spin down): -11.37 / -11.38 eV
* Kohn-Sham gap (spin up / spin down): 5.86 / 5.82 eV
* 2S+1: 3
* expectation value of S²: 2.142
* charge: +1

Atoms and positions in Å:
C 2.82139 -0.20154 2.57675
H 2.22185 4.91846 6.06759
H -2.91174 -0.84897 3.05884
C 1.50170 1.91506 3.70548
H -0.99740 -3.72755 3.78460
H 2.91566 2.60177 6.71827
O 1.96074 2.70174 -0.27743
C -2.88137 2.48293 2.00504
C 4.39658 -2.04175 2.73949
C 5.43269 -1.20787 2.31784
C -0.61340 0.03832 4.70128
N -0.87993 1.90996 0.55297
H -1.92113 -0.42324 -1.95315
O -0.01722 2.83813 -1.98294
H 4.22857 -1.55232 -1.58832
O -0.47754 3.09815 0.77204
C -0.93058 -0.12264 -2.20184
H -1.99196 -0.35204 6.32075
H -0.87790 2.70183 -2.56903
C 3.09609 -1.54338 2.87849
H 3.96727 2.24642 -1.49782
O -1.32900 -1.85948 0.71377
C 2.01765 4.08721 5.40682
C -0.08330 -1.85250 3.27645
C -2.00258 1.52624 1.25269
C 2.73833 0.61336 -0.86973
H -4.12804 0.13026 2.24377
H 4.57299 0.62201 -1.96200
H 4.58729 -3.09456 2.97440
H 6.45391 -1.59968 2.21989
H -0.50723 1.09616 4.96536
H 1.06370 5.29418 3.87224
H -2.74885 -2.75243 -0.28903
N -1.30701 -0.55752 0.51056
H -2.21520 -2.79246 5.77683
H -3.68843 -1.43487 1.55737
C -1.57985 -2.14471 5.15681
V -0.14680 0.63415 -0.78303
H 4.71327 1.17176 -0.26794
C 3.50794 -1.82018 -0.81481
C 5.17593 0.14082 2.03640
H 1.05195 3.13021 -0.09641
H -3.93700 2.30064 1.78758
C -3.28235 -0.55495 2.06911
O -3.57683 -3.10531 -0.68117
O 0.95702 -2.21222 0.04376
H 0.45530 -2.28687 2.43721
C 2.40960 2.80167 5.78011
H -0.06583 -2.25745 0.31531
H -0.35891 -1.00076 -2.43046
C 2.15647 1.70669 4.93968
H 0.58900 3.39656 2.39785
H 3.05962 -2.76758 -1.09160
H -0.86924 0.74010 -2.94799
C -0.90451 -2.67702 4.05493
H -3.30059 -3.55515 -1.50029
H 4.07365 -1.94571 0.10792
C -1.45315 -0.78724 5.46908
C 0.13419 -0.51017 3.63597
H -2.62340 3.49358 1.70957
H -2.70556 2.36437 3.06859
N 1.67441 1.41892 -0.63442
H 5.98662 0.80477 1.71781
C 1.37307 4.30288 4.19256
C -2.20085 0.13324 1.27601
P 1.14372 0.53779 2.51136
H 3.68902 1.70620 2.00831
C 2.47360 -0.76845 -0.66918
N 1.17196 -0.95981 -0.34818
H 2.45588 0.67693 5.20997
C 1.10875 3.22318 3.34774
C 4.07848 1.20651 -1.16914
C 3.87701 0.64006 2.17762
H 2.31058 -2.18409 3.26330